35
Properties=species:S:1:pos:R:3:forces:R:3 method="wB97M-V/def2-TZVPD" total_charge=-1 multiplicity=2 s_squared=0.77 e_homo_ev="-4.4 / -4.6" lumo_energy_ha="0.09571 / 0.09728" gap_ev="7.0 / 7.3"
Cr 0.039 0.201 -1.472 0.155 0.150 0.616
O -3.235 2.426 -2.239 -0.036 0.000 0.013
C -2.124 1.996 -2.014 0.115 -0.019 0.066
O -1.758 0.751 -1.926 -0.085 0.116 -0.311
C -0.938 2.931 -1.835 -0.104 -0.059 0.009
C -0.909 4.313 -1.841 0.046 0.026 -0.037
C 0.328 4.935 -1.692 -0.014 -0.015 -0.017
C 1.491 4.177 -1.577 -0.013 0.014 -0.046
C 1.365 2.802 -1.586 0.089 -0.055 0.026
N 0.176 2.240 -1.686 -0.042 -0.092 0.280
C 2.450 1.738 -1.527 -0.111 0.078 0.028
O 3.625 2.037 -1.499 0.006 -0.025 0.052
O 1.937 0.543 -1.556 0.067 0.027 -0.347
H -1.831 4.865 -1.961 0.007 0.014 0.007
H 0.388 6.016 -1.679 -0.001 0.001 0.000
H 2.472 4.623 -1.488 -0.006 0.012 0.004
O 1.660 -3.552 2.526 -0.012 0.005 0.012
C 0.238 -3.464 2.466 0.058 0.008 -0.026
C -0.199 -2.448 1.393 0.038 0.014 0.032
C -1.735 -2.449 1.528 0.014 -0.023 0.013
O -2.488 -1.791 0.547 -0.039 -0.001 0.015
C 0.423 -1.104 1.791 0.048 0.025 0.026
Se -0.210 0.556 0.957 -0.077 -0.035 -0.421
C 0.351 -2.974 0.063 -0.007 0.025 -0.001
Se -0.107 -2.118 -1.643 -0.061 -0.109 0.019
H 1.892 -4.178 3.216 0.008 0.004 0.002
H -0.159 -3.148 3.438 -0.024 -0.001 0.001
H -0.189 -4.445 2.221 0.003 -0.008 -0.011
H -1.957 -2.048 2.531 -0.044 0.019 -0.012
H -2.086 -3.486 1.511 0.027 -0.016 0.023
H -2.150 -0.884 0.461 0.034 -0.009 -0.029
H 1.501 -1.150 1.655 -0.004 -0.024 -0.008
H 0.237 -0.946 2.857 0.022 0.006 -0.002
H 0.064 -4.021 -0.056 -0.059 0.014 -0.024
H 1.437 -2.942 0.114 0.004 -0.065 0.048